This record from the OMol25 dataset describes a cluster of 7 separate species, C26H43NO18 in total at a distorted geometry. The level of theory is ωB97M-V/def2-TZVPD.

Values from the calculation:
- SMILES: C[C@H]1COC(=O)O1.C[C@H]1COC(=O)O1.C[C@H]1COC(=O)O1.C[C@H]1COC(=O)O1.COC(=O)OC.COC(=O)OC.CCCC#N
- HOMO energy: -10.0576 eV
- Relative energy (zero: lowest compared OMol25 entry of this formula, charge and spin): 81.8 kJ/mol
- Total energy: -66000.16586 eV

```
88
Properties=species:S:1:pos:R:3:forces:R:3:mulliken_charge:R:1
C 23.304326 0.571562 -14.435766 0.2 -0.2 0.7 -1.3259
C 22.335575 0.579328 -15.577220 -1.3 0.9 -0.8 1.6488
C 20.981092 1.281648 -15.210199 2.8 -1.2 1.5 0.1840
O 21.287644 2.657136 -15.511816 -2.7 -0.2 1.6 -0.4226
C 22.220362 2.688633 -16.421378 1.4 1.4 -0.7 0.6168
O 22.619473 3.632825 -17.037198 -0.7 1.1 -0.2 -0.6368
O 22.798154 1.550278 -16.541082 1.5 -3.1 -1.0 -0.4386
H 23.899058 -0.342727 -14.481333 0.0 0.1 0.4 0.3101
H 22.705342 0.631215 -13.501253 0.9 -0.2 -0.4 0.2267
H 24.000670 1.427462 -14.515776 -0.5 -0.4 0.2 0.4203
H 22.197331 -0.379409 -16.120532 0.1 0.7 0.6 -0.6462
H 20.744861 1.001077 -14.175348 0.2 1.2 0.1 0.4366
H 20.212366 0.837506 -15.729409 -2.0 -0.1 -2.0 -0.3216
C 19.177165 3.696374 -20.073911 0.2 0.9 -1.3 -1.3034
C 18.236850 3.621303 -18.917980 0.1 0.7 -0.1 0.2326
C 16.748765 3.286627 -19.221420 2.1 -1.7 -0.9 -0.0634
O 16.628917 2.068279 -18.483091 -1.2 -0.8 0.8 -0.4022
C 17.799176 1.685664 -17.931742 -2.0 -2.8 1.0 0.5398
O 18.017066 0.665931 -17.333523 -0.9 -0.5 0.1 -0.4852
O 18.697507 2.537135 -18.106270 2.6 2.7 -0.7 -0.1803
H 20.182265 3.703891 -19.692557 0.5 0.1 0.3 0.3611
H 19.058973 4.650091 -20.629007 -0.1 -0.5 0.3 0.3991
H 19.132788 2.889016 -20.816006 -0.5 0.0 0.3 0.1958
H 18.384921 4.464510 -18.271506 -0.2 0.8 0.1 0.4300
H 16.729293 2.931263 -20.265371 -0.4 0.8 0.1 -0.0266
H 15.971429 3.997577 -18.992937 0.0 0.2 0.3 0.3349
C 16.684600 -8.421616 -18.975533 0.8 0.7 -0.3 -1.4101
C 17.613591 -7.490797 -18.185901 1.0 -0.6 -3.1 1.0290
C 18.928618 -7.235304 -18.982270 -0.4 0.2 -2.1 -0.7655
O 19.238363 -5.884577 -18.643054 1.7 -0.6 0.3 -0.2258
C 18.138024 -5.334773 -18.191172 0.4 3.6 1.0 0.5411
O 18.004153 -4.183180 -17.895658 0.7 0.6 -0.3 -0.5217
O 17.164619 -6.147424 -18.021318 -2.5 -3.3 0.4 -0.3605
H 16.597253 -9.364036 -18.511934 -0.2 -1.0 0.9 0.3989
H 17.077622 -8.662130 -19.960898 -0.1 0.4 -0.2 0.3394
H 15.715591 -8.000011 -19.053528 -1.0 0.4 -0.2 0.3462
H 17.845039 -7.974288 -17.292233 0.2 -0.2 2.0 -0.1142
H 18.754866 -7.111739 -20.087262 -0.4 -0.8 0.8 0.4252
H 19.779010 -7.939707 -18.932571 -0.4 0.5 0.8 0.3372
C 21.113578 -6.924887 -16.106258 0.0 0.9 -0.1 -0.8051
C 21.077506 -7.495488 -14.644214 -1.6 -1.4 -2.2 0.6091
C 19.961956 -8.530250 -14.350298 -0.9 -0.2 0.6 -0.3409
O 20.632835 -9.798939 -14.135682 -2.6 0.8 -0.3 -0.3334
C 21.913382 -9.627769 -14.253975 2.5 -3.0 1.1 0.6359
O 22.687536 -10.574149 -14.124095 -1.1 2.6 -0.6 -0.6036
O 22.208930 -8.347262 -14.418729 1.6 1.8 -0.2 -0.3899
H 22.113670 -6.481150 -16.282500 -0.4 -0.4 0.1 0.2374
H 20.396260 -6.096785 -16.392614 0.6 -0.7 1.2 -0.0105
H 20.913010 -7.635380 -16.907341 0.3 -0.6 0.4 0.3954
H 20.921818 -6.674220 -13.972541 0.9 0.3 0.7 0.2326
H 19.200066 -8.695790 -15.105831 0.2 0.2 -0.5 0.0731
H 19.388019 -8.267003 -13.449964 0.4 -0.2 0.0 0.2988
C 22.761048 -4.100211 -13.996832 1.4 -0.9 0.6 -1.0007
O 21.636450 -4.061471 -14.820764 -1.7 0.9 -0.2 0.1800
C 20.813163 -3.005779 -14.748273 3.3 6.5 4.7 0.4423
O 21.111538 -1.804899 -14.020704 -1.3 -7.2 -4.2 -0.6487
O 19.744830 -3.183832 -15.412842 -0.7 -0.2 -0.3 -0.1599
C 19.033774 -2.003291 -15.822686 -0.7 1.7 -0.4 -0.7027
H 23.486885 -3.360516 -14.182348 0.5 1.5 -0.8 0.3023
H 23.318209 -5.019105 -14.228739 -0.7 -0.1 0.3 0.2953
H 22.568356 -3.984217 -12.943764 -0.6 -0.3 0.4 0.4116
H 19.102476 -1.124120 -15.162574 0.9 -0.7 0.1 0.4580
H 17.949517 -2.167722 -15.771915 0.5 -0.7 -0.8 0.3632
H 19.469822 -1.716451 -16.805923 -0.9 -0.3 0.5 0.0766
C 21.673617 -3.691307 -17.963670 3.8 -0.9 -1.6 -0.6487
O 22.133517 -2.327385 -17.877178 -1.3 2.1 -0.9 -0.2633
C 21.662097 -1.470751 -18.819996 -3.7 -1.6 -7.2 0.6459
O 21.070642 -1.874756 -20.028248 3.4 1.8 7.3 -0.6732
O 21.766687 -0.163497 -18.577398 1.0 -2.1 1.7 -0.0674
C 21.176733 0.806530 -19.422929 -1.2 -0.1 -1.1 0.0037
H 20.681029 -3.922360 -17.829327 -2.5 0.5 0.5 0.1389
H 22.287045 -4.205065 -17.222489 -0.2 0.2 0.1 0.1787
H 21.980699 -4.125145 -18.943918 -0.3 0.5 0.5 0.5323
H 21.160313 1.781231 -18.919193 0.7 -0.5 -0.1 -0.0736
H 20.134998 0.550189 -19.595752 -0.2 -0.2 0.2 -0.1479
H 21.597426 0.789636 -20.436386 0.4 0.2 0.5 0.3404
C 17.612942 -0.429083 -20.495553 0.2 -0.8 0.1 -0.3986
C 16.218337 -0.507495 -21.119767 0.4 -0.5 0.2 -0.6717
C 16.099879 0.159227 -22.504015 -0.1 0.8 0.2 -0.4102
C 16.885167 1.395003 -22.637591 1.2 0.0 -0.4 0.2439
N 17.479811 2.365520 -22.827438 -0.4 -0.4 0.3 -0.4614
H 17.949600 0.600524 -20.389580 -0.2 0.1 0.3 -0.5041
H 18.389967 -0.892533 -21.078387 0.2 -0.3 -0.7 0.4923
H 17.687204 -0.997261 -19.552691 -0.3 0.7 -0.1 0.3883
H 15.560382 -0.030246 -20.421725 -0.6 0.4 0.3 0.2951
H 15.859538 -1.553382 -21.169859 0.3 0.5 -0.2 0.3525
H 15.140730 0.675713 -22.628842 -0.6 -1.2 -0.2 0.2508
H 16.330505 -0.541695 -23.324996 -0.2 0.5 0.3 0.3383
```
Positions in Å, forces in eV/Å.